[1]
32
Properties=species:S:1:pos:R:3:forces:R:3 method="wB97M-V/def2-TZVPD" smiles="N#CC1=C(N)Nc2[nH]c(=O)[nH]c(=O)c2[C@@H]1c1ccc(F)c(Cl)c1" lumo_ev=-0.202 homo_ev=-8.837 charge=0 gap_ev=8.63
N 4.2524 -0.7528 0.4417 -1.13 -0.12 0.07
C 3.1070 -0.7550 0.6349 0.33 -0.12 0.22
C 1.7150 -0.6596 0.9757 -1.69 -1.17 0.96
C 1.0613 -1.5756 1.8065 2.47 0.70 -0.28
N 1.6385 -2.7066 2.4898 -0.11 1.08 -1.00
N -0.2291 -1.2993 2.2576 -1.06 -1.28 1.35
C -1.0762 -0.2644 1.8715 2.70 2.88 -3.86
N -2.4467 -0.3040 2.1197 -0.23 0.79 -0.19
C -3.2942 0.6350 1.5347 -5.69 0.53 -1.97
O -4.5881 0.6151 1.5942 4.88 -0.82 1.03
N -2.8090 1.6032 0.6510 -3.23 -1.52 1.89
C -1.4921 1.8327 0.5818 2.09 0.98 1.20
O -1.2253 2.9862 0.3820 2.07 1.26 -1.20
C -0.5132 0.7647 1.0370 -1.44 -2.86 1.28
C 0.9537 0.5913 0.4424 -1.34 -0.61 0.51
C 0.8188 0.5310 -1.0705 -1.25 0.45 -1.24
C 0.1937 -0.6024 -1.6464 0.80 -0.73 2.26
C 0.0913 -0.7341 -3.0133 -0.16 -0.72 -2.32
C 0.4711 0.2571 -3.9144 0.45 0.36 2.51
F 0.3852 0.0967 -5.2467 0.13 0.17 0.99
C 0.9903 1.4258 -3.2765 -0.94 -1.43 -5.46
Cl 1.5039 2.6416 -4.4143 0.02 0.41 0.16
C 1.0882 1.6184 -1.9766 -0.25 -2.34 2.64
H 0.9872 -3.3660 2.9222 0.51 0.40 -0.55
H 2.5941 -3.0773 2.2620 -1.69 0.90 0.11
H -0.2932 -1.5925 3.2295 -0.46 0.04 -0.20
H -2.9571 -1.1501 2.3278 0.34 -0.13 0.33
H -3.5394 2.4104 0.5310 2.26 -2.00 0.11
H 1.5729 1.3907 0.7561 0.40 1.28 -0.03
H -0.1226 -1.4988 -0.9520 0.73 1.91 -1.53
H -0.1824 -1.6747 -3.4979 -0.35 0.14 0.47
H 1.3441 2.6133 -1.8404 0.84 1.57 1.75

=====

[2]
35
Properties=species:S:1:pos:R:3:forces:R:3 method="wB97M-V/def2-TZVPD" lumo_ev=-9.129 homo_ev=-17.015 charge=+2 gap_ev=7.89
F 1.1993 -5.3651 1.5075 -0.56 0.23 -1.75
C 1.2662 -4.9301 0.2301 2.21 0.16 -0.06
F 1.0722 -5.8940 -0.6919 -0.38 0.98 1.42
F 2.5638 -4.4851 0.0538 -1.63 -0.40 0.22
C 0.3626 -3.6282 -0.0264 1.93 -1.11 -0.03
F 0.8747 -3.0761 -1.1892 -1.37 -0.19 1.39
F 0.6534 -2.7949 1.0440 -1.04 -0.58 -1.48
C -1.1595 -3.9806 -0.1348 -0.93 -1.37 0.72
F -1.4513 -4.7809 -1.2002 0.93 1.33 0.99
F -1.4833 -4.7260 0.9855 0.71 1.23 -1.15
C -2.1715 -2.7468 -0.1685 -2.59 -1.43 -1.42
F -2.8738 -2.8175 -1.3594 1.22 0.39 1.40
F -3.1106 -2.9002 0.8082 1.72 0.81 -0.88
N -1.5695 -1.4078 -0.1348 0.83 3.22 1.24
C -1.5266 -0.7048 1.0669 0.54 1.08 0.62
C -0.9729 0.6164 1.2050 0.25 -0.98 -2.50
C -0.4249 1.2786 0.0023 -0.62 -1.32 -0.17
C 0.2221 2.6757 0.0406 0.31 0.89 0.23
C 0.5619 3.3106 1.3339 0.38 0.91 -2.68
C 1.2025 4.6085 1.2789 -0.92 -2.10 -0.05
N 1.4826 5.2163 0.0697 0.09 -1.03 -0.04
S 2.3087 6.7718 0.0370 0.48 0.36 0.19
C 1.1502 4.6690 -1.1437 -1.14 -2.30 0.00
C 0.4998 3.3730 -1.2155 0.70 1.06 2.22
C -0.5123 0.5494 -1.2727 -0.86 -0.96 2.60
C -1.0837 -0.7729 -1.2587 0.45 0.62 -0.96
H -1.9254 -1.1924 1.9909 0.32 0.23 -1.20
H -0.9554 1.0792 2.2139 -0.13 -0.48 -0.97
H 0.3458 2.8023 2.3037 0.38 0.76 -0.99
H 1.4949 5.0971 2.2339 -0.13 -0.05 -1.14
H 3.6329 6.3792 0.1609 -1.03 -0.26 -0.07
H 1.3766 5.1904 -2.1040 0.00 -0.12 1.30
H 0.2605 2.9520 -2.2176 0.21 0.54 1.06
H -0.1578 0.9778 -2.2305 -0.32 -0.63 0.84
H -1.1520 -1.3438 -2.2186 0.01 0.51 1.09

=====

[3]
29
Properties=species:S:1:pos:R:3:forces:R:3 method="wB97M-V/def2-TZVPD" smiles="CC(=O)OC(=O)CC1=CC(=O)c2cc(F)ccc2C1=O" lumo_ev=-1.294 homo_ev=-10.049 charge=0 gap_ev=8.75
C 4.3615 -0.2380 0.0406 0.16 0.03 0.08
C 3.8997 0.9210 -0.7804 0.24 0.24 -0.25
O 4.1045 1.0861 -1.9356 -0.14 -0.04 -0.09
O 3.2230 1.8770 0.0011 -0.29 -0.51 0.40
C 1.9549 2.2345 -0.4078 0.21 0.34 -0.25
O 1.7084 2.6908 -1.4764 -0.04 -0.09 -0.05
C 0.9176 2.0155 0.6723 -0.22 -0.08 0.27
C -0.2598 1.2595 0.1287 -0.22 0.18 0.05
C -1.4006 1.8172 -0.2857 0.20 -0.22 0.19
C -2.4806 0.9516 -0.8401 0.13 0.00 -0.03
O -3.2452 1.3258 -1.6951 -0.20 0.15 0.17
C -2.5251 -0.4355 -0.2816 0.05 -0.26 0.14
C -3.7217 -1.1290 -0.1824 0.07 0.00 -0.12
C -3.6941 -2.3981 0.3664 0.33 0.10 -0.01
F -4.8453 -3.0635 0.4928 -0.15 -0.12 0.03
C -2.5210 -3.0048 0.7906 0.04 0.08 0.00
C -1.3259 -2.3118 0.6652 -0.10 0.10 -0.17
C -1.3294 -1.0247 0.1395 -0.11 0.05 -0.03
C -0.0856 -0.2218 0.0241 -0.06 0.00 -0.14
O 1.0153 -0.7032 -0.1391 0.06 -0.02 0.28
H 5.2127 0.0803 0.6458 -0.02 0.03 0.02
H 3.5815 -0.5895 0.7107 -0.06 0.00 -0.07
H 4.6871 -1.0193 -0.6400 -0.02 -0.05 0.07
H 1.3462 1.4656 1.5087 0.10 0.01 -0.07
H 0.5726 2.9776 1.0536 0.10 0.10 -0.17
H -1.5610 2.8880 -0.2489 -0.01 -0.01 -0.22
H -4.6530 -0.6983 -0.5247 0.02 0.03 0.00
H -2.5455 -3.9978 1.2165 -0.08 -0.01 -0.01
H -0.3914 -2.7550 0.9810 0.01 -0.02 -0.02

=====

[4]
38
Properties=species:S:1:pos:R:3:forces:R:3 method="wB97M-V/def2-TZVPD" lumo_ev=4.236 homo_ev=-1.458 charge=-2 gap_ev=5.69
Sr 0.0139 0.5058 -0.1353 0.34 1.95 2.60
O -1.4330 -3.0788 1.8848 0.12 -0.07 -0.01
C -0.7530 -2.1625 1.4162 0.02 0.09 0.16
O -1.0137 -0.9212 1.3750 -0.40 -1.21 0.60
C 0.5919 -2.5249 0.7461 0.01 0.16 -0.16
C 1.2227 -3.7564 0.8091 0.14 -0.06 -0.03
C 2.3950 -3.9269 0.0771 -0.07 0.03 0.03
C 2.8769 -2.9050 -0.7352 0.01 -0.10 0.05
C 2.1868 -1.7043 -0.7455 -0.28 0.07 0.05
N 1.1045 -1.5396 0.0140 1.00 -1.69 0.00
C 2.4919 -0.4981 -1.6689 0.13 0.13 0.21
O 3.1445 -0.7292 -2.6893 0.10 -0.03 0.06
O 1.9770 0.5976 -1.2757 1.51 -0.68 -0.97
H 0.7892 -4.5421 1.4130 0.00 -0.01 -0.03
H 2.9179 -4.8766 0.1148 0.01 0.00 0.00
H 3.7501 -3.0223 -1.3622 -0.02 -0.02 -0.02
Br -5.0102 0.7645 0.4716 0.09 -0.11 -0.03
C -3.6997 -0.6218 0.1196 0.03 0.00 0.00
Br -4.0486 -1.5591 -1.5351 0.03 0.06 0.12
H -3.7361 -1.3381 0.9275 -0.04 -0.04 0.02
H -2.7186 -0.1675 0.0611 -0.39 0.00 -0.16
Br -0.0431 -3.7963 -2.8346 0.02 0.03 0.00
C 0.0496 -2.0368 -3.5803 -0.08 0.03 0.06
C 0.5297 -1.8930 -4.8707 0.00 0.01 -0.03
C 0.5591 -0.6077 -5.3878 0.01 -0.04 0.00
C 0.1110 0.4463 -4.6119 0.09 -0.14 0.03
C -0.3562 0.1751 -3.3348 -0.17 0.10 -0.04
N -0.3876 -1.0632 -2.8205 0.04 0.26 -0.15
C -0.9094 1.3402 -2.4922 -0.81 0.28 -0.60
O -0.6557 2.4803 -2.8811 0.01 -0.16 -0.08
O -1.5924 0.9998 -1.4758 -1.59 0.64 -2.08
H 0.8699 -2.7514 -5.4307 0.01 0.01 0.01
H 0.9333 -0.4373 -6.3905 0.01 -0.01 0.01
H 0.1200 1.4744 -4.9426 0.01 -0.02 0.01
I 0.1835 2.3739 3.5857 0.03 0.03 0.06
C 0.0733 2.6461 1.3901 0.16 0.48 0.23
H 0.9667 3.2705 1.2293 -0.11 0.02 0.05
H -0.7782 3.3364 1.3165 0.05 -0.01 0.04

=====

[5]
31
Properties=species:S:1:pos:R:3:forces:R:3 method="wB97M-V/def2-TZVPD" lumo_ev=-0.705 homo_ev=-8.799 charge=0 gap_ev=8.09
O -2.8930 -1.2952 -2.8777 0.11 -0.37 1.71
N -1.5818 -1.4099 -2.3021 1.82 0.00 2.60
C -1.3072 -0.9856 -1.0367 -4.22 -1.01 -4.10
C -2.4457 -0.4069 -0.1557 3.51 -1.03 2.95
C -2.1662 1.0462 0.2395 1.01 0.39 -1.28
C -1.5180 2.0008 -0.5742 -0.49 -2.28 0.22
C -1.3553 3.3115 -0.1548 1.30 0.12 -1.67
C -1.8031 3.6176 1.0620 -1.44 1.30 3.57
F -1.5558 4.8805 1.6112 -0.34 -1.10 -1.01
C -2.5289 2.7486 1.9038 1.16 1.28 -1.64
C -2.5822 1.4565 1.4574 -1.34 -0.08 1.35
C 0.0760 -1.1693 -0.5789 1.51 -0.10 0.11
N 0.5869 -0.8981 0.5819 -2.35 0.21 0.38
C 1.9044 -1.1980 0.5146 2.46 0.34 0.19
C 2.9679 -1.1450 1.4492 0.75 -0.84 -0.26
C 4.3037 -1.4890 1.1218 -2.02 -0.75 -2.19
C 4.5542 -1.9577 -0.2043 -2.76 1.24 -0.42
Br 6.2173 -2.5765 -0.8183 0.14 0.06 0.26
C 3.4818 -1.9421 -1.1758 1.66 -0.47 1.30
C 2.1976 -1.5713 -0.7859 0.99 -0.85 0.23
O 1.0342 -1.6538 -1.4655 -0.85 0.65 -0.57
H -3.2384 -2.2270 -2.9804 1.01 1.26 0.12
H -2.5302 -1.1097 0.8053 0.77 1.65 -1.56
H -3.4161 -0.5359 -0.4830 -1.68 -0.11 -1.86
H -1.0969 1.4893 -1.4253 0.22 1.04 -0.83
H -0.8412 4.1143 -0.6914 -0.04 -0.61 -0.13
H -3.0548 3.2071 2.7138 0.11 -0.35 0.78
H -3.0169 0.6777 2.0232 -0.73 -0.40 1.05
H 2.7848 -1.0772 2.4962 -0.41 0.67 0.58
H 5.0554 -1.5684 1.8602 0.57 0.14 0.68
H 3.7674 -2.3332 -2.1299 -0.41 0.01 -0.57

=====

[6]
31
Properties=species:S:1:pos:R:3:forces:R:3 method="wB97M-V/def2-TZVPD" smiles="O=C(Cc1c(F)cccc1Cl)Nc1nc2ccccc2s1" lumo_ev=0.578 homo_ev=-8.387 charge=0 gap_ev=8.97
O -0.1628 2.7841 -0.8982 -0.10 0.32 -0.10
C -0.8427 1.8094 -0.6805 -0.49 -0.21 0.05
C -2.3639 1.8410 -0.7648 0.04 0.23 0.01
C -3.0627 0.6469 -0.1959 -0.13 0.03 0.02
C -3.5421 0.6551 1.1118 -0.05 -0.24 -0.13
F -3.3587 1.7642 1.8524 0.01 -0.07 -0.08
C -4.1985 -0.4198 1.6806 0.06 0.20 0.03
C -4.3909 -1.5602 0.9209 0.08 0.13 -0.07
C -3.9284 -1.6161 -0.3820 0.03 -0.08 -0.12
C -3.2706 -0.5242 -0.9271 -0.14 0.02 0.28
Cl -2.6841 -0.6241 -2.5553 -0.02 -0.04 -0.07
N -0.2936 0.6033 -0.3571 -0.20 -0.15 0.07
C 1.0600 0.4054 -0.2616 0.73 0.38 -0.08
N 1.5658 -0.7353 0.0377 -0.86 -0.34 0.05
C 2.9315 -0.6696 0.0699 0.67 0.59 -0.12
C 3.7892 -1.7260 0.3608 -0.06 0.04 -0.01
C 5.1489 -1.4980 0.3541 0.00 -0.10 0.03
C 5.6659 -0.2374 0.0631 0.09 0.11 -0.03
C 4.8306 0.8234 -0.2287 0.07 0.05 -0.01
C 3.4640 0.6042 -0.2246 -0.38 -0.34 0.07
S 2.1717 1.7327 -0.5497 0.32 -0.39 0.11
H -2.6116 1.9517 -1.8239 0.03 0.05 0.10
H -2.6853 2.7505 -0.2526 0.08 -0.08 -0.09
H -4.5478 -0.3502 2.6979 -0.03 0.03 0.11
H -4.9027 -2.4090 1.3450 -0.05 -0.09 0.04
H -4.0742 -2.5018 -0.9787 0.01 -0.07 -0.08
H -0.8718 -0.2085 -0.1864 0.06 0.11 0.00
H 3.3769 -2.6968 0.5846 -0.04 -0.12 0.03
H 5.8264 -2.3084 0.5781 0.05 -0.07 0.02
H 6.7350 -0.0872 0.0651 0.09 0.02 0.00
H 5.2264 1.8011 -0.4550 0.11 0.10 -0.02